{"formula": "C29H17MnN6O3S5", "method": "ωB97M-V with the def2-TZVPD basis set", "spin_multiplicity": 2, "total_charge": -1, "largest_force_ev_per_a": 0.42, "homo_lumo_gap_ev": [5.57, 5.58], "homo_ev": [-4.771, -4.785], "species": ["Mn", "O", "C", "O", "C", "C", "C", "C", "C", "C", "N", "C", "C", "C", "C", "C", "C", "N", "H", "H", "H", "H", "H", "H", "H", "H", "H", "H", "S", "C", "C", "C", "C", "N", "C", "C", "C", "S", "C", "N", "H", "H", "S", "C", "S", "C", "N", "N", "C", "C", "C", "C", "C", "C", "S", "H", "H", "H", "H", "H", "O"], "coordinates": [[2.0787, -0.6323, -0.7495], [-4.2900, -1.7732, 4.2262], [-3.5631, -2.5250, 3.3678], [-3.9744, -3.5986, 3.0298], [-2.2554, -1.9637, 2.8972], [-1.6763, -0.8107, 3.4168], [-0.4568, -0.3585, 2.9467], [0.1787, -1.0371, 1.9144], [-0.3976, -2.1840, 1.3754], [-1.5955, -2.6510, 1.8803], [1.4224, -0.6129, 1.3699], [2.3590, -0.2810, 2.1597], [3.6909, 0.0104, 1.6284], [4.7323, 0.3858, 2.4588], [5.9772, 0.6230, 1.8962], [6.1254, 0.4657, 0.5313], [5.0301, 0.0823, -0.2319], [3.8380, -0.1398, 0.3063], [-3.8887, -0.9043, 4.3367], [-2.1549, -0.2256, 4.1929], [-0.0575, 0.5711, 3.3292], [0.1125, -2.7046, 0.5747], [-2.0559, -3.5399, 1.4700], [2.2402, -0.2866, 3.2424], [4.5609, 0.4904, 3.5219], [6.8125, 0.9240, 2.5143], [7.0746, 0.6397, 0.0444], [5.0825, -0.0456, -1.3067], [3.1051, -0.4603, -2.8132], [2.9702, 1.2327, -3.2091], [3.4010, 1.6541, -4.4692], [3.3687, 2.9882, -4.8445], [3.8413, 3.3675, -6.1449], [4.2254, 3.6487, -7.1919], [2.8812, 3.9447, -3.9405], [2.4419, 3.5331, -2.6911], [2.4787, 2.1931, -2.3013], [1.9369, 1.7710, -0.6969], [2.8405, 5.3368, -4.2840], [2.8004, 6.4570, -4.5423], [3.7730, 0.9180, -5.1697], [2.0628, 4.2695, -1.9949], [-3.5295, 1.7585, 1.8387], [-2.8375, 0.8884, 0.5913], [-1.2414, 1.2977, 0.0367], [-1.2310, -0.1165, -1.0037], [-2.3543, -0.7535, -0.9722], [-3.2709, -0.1806, -0.1121], [-4.5198, -0.8732, -0.0352], [-4.6070, -2.1401, -0.6153], [-5.7957, -2.8450, -0.5603], [-6.9126, -2.3062, 0.0624], [-6.8231, -1.0451, 0.6246], [-5.6384, -0.3225, 0.5813], [0.0805, -0.7406, -1.9682], [-3.7428, -2.5591, -1.1051], [-5.8428, -3.8294, -1.0080], [-7.8388, -2.8642, 0.1076], [-7.6835, -0.6037, 1.1115], [-5.5852, 0.6569, 1.0241], [2.2968, -2.1940, -0.6482]], "forces_ev_per_angstrom": [[-0.3, 0.1, 0.0], [0.1, -0.1, 0.0], [-0.1, 0.1, 0.0], [0.0, -0.1, 0.0], [0.0, -0.1, 0.0], [0.0, -0.1, 0.1], [0.0, 0.2, -0.1], [0.0, -0.2, 0.0], [0.1, -0.1, -0.1], [-0.1, 0.1, 0.0], [0.0, 0.2, -0.1], [0.0, -0.2, 0.0], [0.0, 0.1, 0.0], [0.0, 0.0, 0.0], [0.0, 0.0, 0.0], [0.0, 0.0, 0.0], [0.0, 0.0, 0.0], [0.1, -0.1, 0.0], [0.0, 0.1, -0.1], [0.0, 0.0, 0.0], [0.1, 0.0, 0.0], [0.0, 0.1, 0.0], [0.0, 0.0, 0.0], [-0.1, 0.0, 0.0], [0.0, 0.0, 0.0], [0.0, 0.0, 0.0], [0.0, 0.0, 0.0], [0.0, 0.0, 0.0], [-0.1, 0.0, 0.1], [0.0, 0.0, 0.0], [0.0, 0.0, 0.0], [0.0, 0.0, 0.0], [0.0, 0.0, 0.0], [0.0, 0.0, 0.0], [0.0, 0.0, 0.0], [0.0, 0.0, 0.0], [0.0, 0.1, 0.0], [-0.1, 0.2, 0.0], [0.0, 0.0, 0.0], [0.0, 0.0, 0.0], [0.0, 0.0, 0.0], [0.0, 0.0, 0.0], [-0.1, 0.0, 0.1], [0.0, 0.0, 0.0], [0.1, -0.1, -0.2], [0.0, -0.4, 0.2], [0.0, 0.0, -0.1], [0.2, 0.1, -0.1], [-0.1, -0.1, 0.1], [0.1, 0.0, 0.0], [0.0, 0.0, 0.0], [0.0, 0.0, 0.0], [0.0, 0.0, 0.0], [0.0, 0.0, 0.0], [-0.1, 0.4, 0.1], [0.0, 0.0, 0.0], [0.0, 0.0, 0.0], [0.0, 0.0, 0.0], [0.0, 0.0, 0.0], [0.0, 0.0, 0.0], [0.2, -0.3, 0.1]]}



{"formula": "C20H22N5O5PbSSe3Te", "method": "ωB97M-V with the def2-TZVPD basis set", "total_charge": -1, "largest_force_ev_per_a": 0.34, "homo_lumo_gap_ev": 7.14, "homo_ev": -5.215, "species": ["Pb", "O", "C", "C", "C", "C", "C", "C", "C", "O", "N", "N", "C", "C", "C", "C", "C", "C", "C", "O", "H", "H", "H", "H", "H", "H", "H", "H", "H", "H", "Se", "Se", "Te", "Se", "N", "C", "C", "C", "O", "O", "H", "H", "H", "H", "H", "H", "S", "C", "N", "C", "C", "N", "H", "H", "H", "H", "H", "H"], "coordinates": [[-0.1656, 0.3427, -0.2159], [-2.7951, 3.6378, -2.6715], [-3.7076, 3.9778, -1.7383], [-4.6498, 4.9490, -2.0835], [-5.6130, 5.3411, -1.1771], [-5.6574, 4.7726, 0.0921], [-4.7282, 3.8084, 0.4322], [-3.7444, 3.3908, -0.4639], [-2.7567, 2.3414, -0.0742], [-1.7421, 2.1533, -0.8626], [-2.9982, 1.6917, 1.0257], [-2.0383, 0.7269, 1.3278], [-2.2455, 0.1680, 2.4696], [-1.5015, -0.8896, 3.1119], [-2.0514, -1.3753, 4.3105], [-1.4688, -2.3898, 5.0309], [-0.2825, -2.9503, 4.5430], [0.2881, -2.4965, 3.3826], [-0.2886, -1.4467, 2.6231], [0.3102, -1.0458, 1.5436], [-2.2078, 2.9812, -2.2335], [-4.5958, 5.3785, -3.0753], [-6.3354, 6.0974, -1.4597], [-6.4091, 5.0807, 0.8069], [-4.7405, 3.3467, 1.4092], [-3.1165, 0.5293, 3.0193], [-2.9730, -0.9258, 4.6637], [-1.9140, -2.7451, 5.9502], [0.1955, -3.7549, 5.0895], [1.2036, -2.9305, 2.9982], [5.0485, -0.7229, -1.3373], [5.1275, -1.5898, 0.8857], [2.8535, -1.4245, -0.3265], [2.4100, -3.6635, -1.0107], [-0.9090, -1.9671, -1.6454], [-0.9820, -1.7878, -3.1028], [0.3991, -1.6252, -3.7317], [1.0571, -0.2961, -3.3468], [0.7713, 0.7053, -4.0157], [1.8543, -0.2917, -2.3407], [-0.2058, -2.6664, -1.4034], [-1.8001, -2.2928, -1.2853], [-1.5780, -0.8942, -3.3154], [-1.4871, -2.6344, -3.5871], [0.2587, -1.6172, -4.8130], [1.0446, -2.4629, -3.4581], [1.9837, 2.2366, 0.7647], [2.0301, 2.7393, -0.8521], [3.1206, 2.6899, -1.6295], [2.7949, 2.9273, -3.0322], [1.3356, 3.4213, -2.9580], [1.0017, 3.2261, -1.5500], [3.8826, 2.1009, -1.3382], [2.8443, 1.9954, -3.5961], [3.4634, 3.6754, -3.4608], [0.6914, 2.8092, -3.5912], [1.2408, 4.4752, -3.2260], [0.0530, 3.1473, -1.2033]], "forces_ev_per_angstrom": [[-0.1, 0.2, -0.1], [-0.1, 0.1, 0.0], [0.0, 0.0, 0.0], [0.0, 0.0, 0.0], [0.0, 0.0, 0.0], [0.0, 0.0, 0.0], [0.0, 0.0, 0.0], [0.0, 0.0, 0.0], [0.0, 0.0, 0.0], [0.0, 0.0, 0.0], [0.0, 0.0, 0.0], [0.0, 0.0, 0.2], [0.0, 0.1, -0.2], [0.1, 0.0, -0.1], [0.0, 0.0, 0.0], [0.0, 0.0, 0.0], [0.0, -0.1, 0.1], [0.1, 0.1, -0.2], [0.0, -0.1, 0.0], [-0.1, -0.1, 0.0], [0.1, -0.1, 0.0], [0.0, 0.0, 0.0], [0.0, 0.0, 0.0], [0.0, 0.0, 0.0], [0.0, 0.0, 0.0], [0.0, 0.0, 0.0], [0.0, 0.0, 0.0], [0.0, 0.0, 0.0], [0.0, 0.0, 0.0], [0.0, 0.0, 0.0], [0.0, 0.0, 0.1], [0.0, 0.0, 0.0], [0.1, -0.2, -0.3], [0.0, 0.1, 0.1], [0.0, 0.0, 0.1], [-0.1, 0.0, -0.1], [0.0, 0.1, 0.0], [0.0, -0.1, -0.1], [0.0, -0.3, 0.2], [-0.1, 0.1, 0.0], [0.0, 0.1, 0.0], [0.1, 0.0, 0.0], [0.0, 0.0, 0.0], [0.0, 0.0, 0.0], [0.1, 0.0, 0.0], [0.0, 0.0, 0.1], [-0.1, 0.0, 0.0], [0.0, 0.0, 0.0], [0.0, 0.2, 0.1], [-0.1, 0.0, -0.1], [-0.1, 0.1, -0.2], [0.0, -0.2, 0.1], [0.1, -0.1, 0.0], [0.0, 0.0, 0.0], [0.0, 0.0, 0.0], [0.1, 0.1, 0.1], [0.0, 0.0, 0.0], [0.0, 0.1, 0.0]]}



{"formula": "C2H5N3O", "method": "ωB97M-V with the def2-TZVPD basis set", "total_charge": 0, "largest_force_ev_per_a": 4.91, "homo_lumo_gap_ev": 8.07, "smiles": "N/C=C(\\N)N=O", "homo_ev": -8.274, "species": ["N", "C", "C", "N", "N", "O", "H", "H", "H", "H", "H"], "coordinates": [[1.7507, 0.1605, 0.5992], [0.4993, 0.6236, 0.7571], [-0.5492, 0.1880, -0.0355], [-0.5155, -1.0520, -0.6871], [-1.7915, 0.7418, 0.2781], [-2.7647, 0.2555, -0.3107], [2.5115, 0.6197, 1.0694], [1.8766, -0.8024, 0.3184], [0.1844, 1.7030, 0.4394], [-1.4322, -1.2663, -1.0716], [0.2305, -1.1713, -1.3566]], "forces_ev_per_angstrom": [[0.3, -0.2, 0.3], [-1.8, 2.9, -3.5], [-0.1, -3.5, 1.0], [-0.4, 0.4, 0.0], [-0.7, 0.7, -0.8], [1.1, 0.0, 0.6], [0.0, -0.2, 0.0], [0.1, 0.2, 0.2], [1.4, -0.3, 2.4], [0.2, 0.0, -0.1], [-0.1, 0.1, -0.1]]}



What is the formula in the third record?
C2H5N3O